CsH38O19 | ωB97M-V with the def2-TZVPD basis set

Geometry as XYZ:
```
58
Properties=species:S:1:pos:R:3
Cs -0.0194 0.1150 0.1659
O 0.1945 -3.0215 1.6803
H -0.7069 -3.3011 1.5205
H 0.3201 -3.1429 2.6214
O 0.6364 -3.4240 -1.2442
H -0.0386 -2.9078 -1.6847
H 0.3302 -3.4983 -0.3404
O 2.5906 -1.6439 -3.0564
H 2.4464 -2.2772 -2.3533
H 1.7566 -1.6116 -3.5251
O -2.3378 1.1015 3.6631
H -2.3344 0.1479 3.5811
H -2.6581 1.2650 4.5501
O 2.8009 -3.1033 1.7090
H 1.8616 -3.2756 1.6441
H 2.8779 -2.1540 1.6138
O 3.3131 -3.8945 -1.0020
H 3.2471 -3.4366 -0.1641
H 2.4372 -3.8272 -1.3820
O -0.1719 5.4634 0.8107
H -0.6327 4.6380 0.9612
H 0.7326 5.2835 1.0670
O -1.1976 2.8430 1.5834
H -1.6923 2.2443 2.1429
H -0.2993 2.7893 1.9096
O 2.8459 -0.8089 -0.2885
H 3.0628 -1.0939 -1.1762
H 3.6554 -0.4207 0.0435
O 1.8845 2.6207 -0.2008
H 2.6336 3.2165 -0.1921
H 1.7311 2.4145 0.7213
O 1.2793 2.3776 2.3626
H 1.6610 1.6242 2.8131
H 1.5407 3.1312 2.8918
O -2.6827 0.8548 -0.8504
H -3.2767 1.5700 -0.6225
H -3.0200 0.0998 -0.3682
O -3.6680 3.1816 0.4682
H -2.7662 3.2733 0.7760
H -3.8666 4.0211 0.0536
O -1.5762 -2.6622 -2.3948
H -2.1988 -1.9609 -2.2029
H -1.9732 -3.4462 -2.0154
O 0.8665 1.4115 -2.6016
H 1.4858 1.6629 -3.2867
H 1.1861 1.8538 -1.8151
O 1.3287 -0.2679 2.9325
H 2.1939 -0.2980 3.3408
H 0.7281 -0.0878 3.6557
O -3.5124 -1.0760 0.7972
H -3.4825 -1.2587 1.7363
H -4.4071 -0.7745 0.6397
O 0.0461 -1.3872 -4.2217
H -0.2897 -0.4914 -4.2563
H -0.6151 -1.8724 -3.7282
O -1.5484 0.9185 -3.4941
H -0.6518 1.1784 -3.2825
H -2.0506 1.1254 -2.7059
```

As for the charge: +1. As for the spin multiplicity: 1. The orbital gap is 8.286 eV. As for the highest occupied orbital energy: -12.32 eV. The value obtained for the relative energy (zero: lowest compared OMol25 entry of this formula, charge and spin) is 191.1 kJ/mol. The value obtained for the energy is -40064.1474 eV.

C33H68N3O14S3 | ωB97M-V with the def2-TZVPD basis set

Geometry as XYZ:
```
121
Properties=species:S:1:pos:R:3
C 6.3728 -3.5101 -0.7568
O 6.8998 -2.9153 -1.9413
C 5.8889 -2.2556 -2.6958
C 6.3680 -0.8635 -3.2559
C 7.1336 0.0212 -2.2022
C 6.5788 -0.0725 -0.7296
C 6.4964 1.3648 -0.0564
C 5.0623 1.6597 0.5546
C 4.5629 3.1334 0.3112
C 2.9800 3.1851 0.3851
C 2.4050 2.2390 1.5230
C 0.9438 2.6098 1.9606
C -0.0991 2.5896 0.7719
N -1.0750 1.4694 0.9332
C -2.2681 1.4742 0.4141
N -2.6788 2.5729 -0.4261
C -3.3303 1.9088 -1.6088
C -3.4290 2.8544 -2.8550
C -4.1205 2.2332 -4.1300
C -3.4266 2.9423 -5.3869
C -3.9080 0.6850 -4.3242
C -4.6628 1.2029 -1.1701
C -5.9799 2.0384 -1.3514
C -5.9534 3.4888 -0.7422
C -6.3791 3.5774 0.7730
O -6.9381 4.8529 1.0747
C -4.4947 0.6882 0.3283
N -3.0988 0.3437 0.6716
C -2.6249 -0.8826 -0.0239
C -3.2979 -2.1771 0.5906
C -2.6751 -3.5007 -0.0108
C -3.1302 -2.0865 2.1558
H 5.5902 -2.8850 -0.2621
H 7.2255 -3.6240 -0.0373
H 5.9754 -4.5423 -0.9424
H 4.9522 -2.0474 -2.1108
H 5.5805 -2.8944 -3.5661
H 7.0601 -1.0571 -4.1131
H 5.4833 -0.2912 -3.6323
H 7.0930 1.0776 -2.5707
H 8.2244 -0.2352 -2.1655
H 7.2875 -0.6853 -0.1158
H 5.5836 -0.5718 -0.6461
H 6.7695 2.1808 -0.7659
H 7.2305 1.3633 0.7872
H 4.3349 0.9837 0.0294
H 5.1080 1.4470 1.6464
H 5.0327 3.8651 1.0154
H 4.8757 3.4255 -0.7255
H 2.6151 4.2366 0.5209
H 2.6172 2.7547 -0.5833
H 3.0827 2.3201 2.4091
H 2.4147 1.1783 1.1624
H 0.9685 3.6375 2.3919
H 0.6144 1.9124 2.7693
H -0.6611 3.5494 0.8161
H 0.4332 2.4878 -0.2072
H -0.7444 0.6942 1.5102
H -3.3679 3.0957 0.1198
H -2.6189 1.0886 -1.8959
H -3.9098 3.8393 -2.6551
H -2.3703 3.0884 -3.1555
H -5.1952 2.5412 -4.1983
H -4.0906 2.7403 -6.2569
H -2.4375 2.4585 -5.5538
H -3.3471 4.0345 -5.1597
H -4.8322 0.1749 -3.9393
H -3.9106 0.4684 -5.4246
H -2.9820 0.2803 -3.8616
H -4.7960 0.2708 -1.7809
H -6.7824 1.4799 -0.7913
H -6.3143 2.0087 -2.4186
H -4.9847 4.0293 -0.8521
H -6.7127 4.0878 -1.3169
H -7.0327 2.7292 1.0866
H -5.4324 3.4742 1.3839
H -6.5023 5.4948 0.5015
H -4.8432 1.4358 1.0798
H -5.1714 -0.1926 0.4213
H -1.5100 -0.9686 0.0642
H -2.8636 -0.8684 -1.1169
H -4.3871 -2.1983 0.3421
H -1.9422 -3.3072 -0.8315
H -2.2129 -4.1115 0.7962
H -3.5029 -4.0964 -0.4611
H -2.0371 -1.9036 2.3414
H -3.4346 -3.0424 2.6425
H -3.7259 -1.2478 2.5887
C 7.4131 -4.9561 -5.5198
C 7.9420 -6.3786 -5.5147
O 6.7963 -7.1949 -5.7703
S 5.7746 -6.3914 -6.7341
O 5.9888 -6.8184 -8.0793
O 4.4846 -6.3919 -6.1229
O 6.4320 -4.9235 -6.5592
H 6.9182 -4.7144 -4.5756
H 8.1968 -4.2262 -5.7149
H 8.4013 -6.6485 -4.5660
H 8.6596 -6.5370 -6.3238
C -6.7552 -2.2793 6.4554
C -5.8998 -1.3376 5.6276
O -5.0853 -2.1947 4.8227
S -5.9128 -3.5423 4.4752
O -6.4902 -3.3931 3.1762
O -5.1135 -4.6663 4.8387
O -7.0830 -3.3572 5.5746
H -6.1929 -2.6863 7.2991
H -7.6611 -1.8000 6.8217
H -5.2807 -0.6879 6.2429
H -6.5150 -0.7283 4.9598
C 1.4768 2.3931 7.0240
C 1.9390 0.9475 7.0506
O 0.7692 0.1833 6.7405
S -0.1674 1.0305 5.7353
O 0.0903 0.5921 4.3966
O -1.4839 1.0867 6.2802
O 0.5453 2.4661 5.9382
H 0.9506 2.6582 7.9438
H 2.3000 3.0870 6.8654
H 2.3409 0.6564 8.0185
H 2.6849 0.7560 6.2748
```

As for the charge: +1. As for the spin multiplicity: 1. The orbital gap is 8.782 eV. As for the highest occupied orbital energy: -11.43 eV. The value obtained for the energy is -100953.8697 eV.

HO5S2 | ωB97M-V with the def2-TZVPD basis set

Geometry as XYZ:
```
8
Properties=species:S:1:pos:R:3
O -2.0844 -1.5546 -0.0695
O 0.1146 -2.2820 -0.2231
O -2.3744 0.3834 -1.5494
O -0.2410 -0.3428 1.2117
O -3.0138 0.5810 0.8848
S -0.6231 -1.0813 -0.2649
S -3.1792 -0.1910 -0.3788
H -0.5768 0.5908 1.2527
```

As for the charge: -1. As for the spin multiplicity: 1. The orbital gap is 8.526 eV. As for the highest occupied orbital energy: -4.76 eV. The value obtained for the relative energy (zero: lowest compared OMol25 entry of this formula, charge and spin) is 52.0 kJ/mol. The value obtained for the energy is -31925.2548 eV.

C38H76F6N4O24S2V | ωB97M-V with the def2-TZVPD basis set

Geometry as XYZ:
```
151
Properties=species:S:1:pos:R:3
O -0.1807 -1.0637 0.1260
V -0.6676 0.4432 -0.1355
O 0.3324 1.4184 0.6285
C -2.5091 0.7554 4.2984
F -3.5518 0.8539 5.1546
F -1.5535 1.7459 4.4776
F -1.8660 -0.4181 4.4948
S -3.2143 1.0003 2.4080
O -3.5534 2.3911 2.3333
O -2.1276 0.6940 1.4298
O -4.3744 0.0544 2.1034
C -4.5311 0.4300 -3.1077
F -3.6980 1.4871 -3.3004
F -5.7991 0.8424 -3.1130
F -4.4103 -0.2735 -4.1437
S -3.9051 -0.5987 -1.5204
O -3.8446 -1.9595 -2.0647
O -2.6185 -0.0629 -1.1868
O -4.8525 -0.4759 -0.4227
C -0.8884 -2.8530 -6.8915
C -1.1243 -1.3318 -6.7985
O -0.1698 -1.0983 -5.7245
C -0.0927 -2.1546 -4.9117
O 0.1865 -2.1992 -3.6654
O -0.4838 -3.2440 -5.6559
H -0.1407 -3.1449 -7.6290
H -1.6573 -3.5108 -7.2966
H -2.1775 -1.0552 -6.7501
H -0.6019 -0.9603 -7.6801
C -1.7596 4.8685 4.0700
C -0.3229 4.8696 4.5834
O 0.3151 5.3607 3.4248
C -0.5582 5.7330 2.4325
O -0.2710 6.2374 1.3381
O -1.7508 5.6705 2.9667
H -2.4843 5.3216 4.7464
H -2.0789 3.8522 3.8391
H -0.1207 3.8247 4.8189
H -0.0285 5.4296 5.4710
C 2.5573 6.0912 -0.1615
C 3.1716 6.6042 1.1287
O 4.2999 7.1156 0.6182
C 4.6772 6.6097 -0.5566
O 5.7289 6.6962 -1.1875
O 3.6315 5.9153 -0.9956
H 1.8831 6.7464 -0.7131
H 1.9543 5.2072 0.0459
H 3.2153 5.8355 1.9002
H 2.5810 7.4255 1.5347
C 3.9386 -1.5701 5.2790
C 3.2532 -0.3143 4.6736
C 2.8498 0.6491 5.8031
C 2.4232 2.0703 5.3866
C 3.6305 2.7293 4.6519
C 4.2602 1.8581 3.5378
N 4.2739 0.3892 3.7660
O 4.5366 -0.2816 2.5703
C 3.4239 2.2822 2.2816
C 5.7304 2.4253 3.4182
C 1.9500 -0.9488 3.9249
H 4.6816 -1.3073 6.0320
H 4.3866 -2.2050 4.5145
H 3.1598 -2.1640 5.7575
H 1.9983 0.2796 6.3744
H 3.6285 0.6116 6.5649
H 1.9254 2.6236 6.1830
H 1.6521 1.9569 4.6246
H 4.4395 2.8692 5.3690
H 3.1260 3.6303 4.3031
H 2.4367 1.8649 2.0829
H 3.4078 3.3679 2.1872
H 3.9945 1.9916 1.3995
H 6.2755 2.2068 4.3365
H 6.2224 1.8991 2.6002
H 5.7515 3.4866 3.1706
H 2.3141 -1.8242 3.3871
H 1.4195 -0.3608 3.1759
H 1.2456 -1.3516 4.6527
H 5.4804 -0.4396 2.6471
C -8.1183 0.8836 -0.7494
O -7.3702 -0.2372 -0.3689
C -7.9267 -1.3328 -1.0896
C -7.1210 -2.6138 -0.8001
N -7.0856 -2.7322 0.6186
C -6.4448 -4.0569 0.9331
C -4.8554 -3.9322 0.9788
O -4.4066 -2.5748 1.1032
C -2.9350 -2.6986 1.2447
H -8.0365 1.8608 -0.2736
H -9.1876 0.7728 -0.9296
H -7.6752 1.2769 -1.6642
H -7.8651 -1.1926 -2.1688
H -8.9588 -1.5303 -0.7999
H -6.1995 -2.5422 -1.3779
H -7.7170 -3.4036 -1.2574
H -8.0299 -3.0493 0.7853
H -6.7337 -4.8137 0.2038
H -6.7833 -4.4476 1.8928
H -4.6279 -4.3044 -0.0201
H -4.5035 -4.6691 1.7008
H -2.6362 -3.4563 1.9690
H -2.4794 -1.7619 1.5658
H -2.4829 -3.0263 0.3086
C 6.7813 -6.1669 -1.4686
O 5.4006 -5.8359 -1.3743
C 5.1571 -4.4860 -1.8360
C 3.6971 -4.1246 -1.3646
N 2.7296 -5.1530 -1.8315
C 1.2957 -5.0606 -2.1064
C 0.5823 -4.4099 -0.8733
O -0.7602 -4.6385 -0.6419
C -1.5469 -4.5157 -1.8250
H 7.1463 -7.0775 -0.9935
H 7.3354 -5.5175 -0.7909
H 7.2522 -5.9645 -2.4305
H 5.2421 -4.5595 -2.9202
H 5.7423 -3.6038 -1.5762
H 3.5011 -3.0689 -1.5523
H 3.8257 -4.2410 -0.2885
H 3.1539 -6.0695 -1.8325
H 0.9480 -6.0238 -2.4797
H 1.2621 -4.3732 -2.9516
H 0.8417 -3.3765 -0.6429
H 0.9336 -4.8918 0.0391
H -2.5849 -4.4847 -1.4937
H -1.6044 -5.2969 -2.5830
H -1.3883 -3.5921 -2.3817
C 2.7649 1.2929 -5.9668
O 2.1865 1.5631 -4.6573
C 2.6057 0.8592 -3.5368
C 1.7723 1.1374 -2.2467
N 0.4336 0.5240 -2.2315
C -0.4941 1.1433 -3.2239
C -0.9731 2.5773 -2.7464
O -1.3362 2.4701 -1.3284
C -1.4739 3.6012 -0.5080
H 2.5483 0.2273 -6.0421
H 3.7692 1.7162 -5.9542
H 2.2925 2.0126 -6.6354
H 3.6344 1.1654 -3.3466
H 2.5787 -0.2110 -3.7420
H 1.7999 2.2178 -2.1047
H 2.2337 0.6457 -1.3903
H 0.4411 -0.4220 -2.5853
H -1.3376 0.4702 -3.3776
H -0.0763 1.1371 -4.2307
H -1.7273 3.1254 -3.3112
H -0.1666 3.3064 -2.8246
H -0.6699 4.2799 -0.7928
H -1.5817 3.5812 0.5765
H -2.3688 4.1427 -0.8145
```

As for the charge: -1. As for the spin multiplicity: 1. The orbital gap is 7.507 eV. As for the highest occupied orbital energy: -5.81 eV. The value obtained for the energy is -159392.6233 eV.

CH2FNO | ωB97M-V with the def2-TZVPD basis set

Geometry as XYZ:
```
6
Properties=species:S:1:pos:R:3
N 0.9828 0.2404 0.2547
C 0.2944 -0.7423 0.4117
O -0.2245 -1.7318 0.6389
H 1.5580 0.9563 0.7168
F -1.6884 0.5567 -0.7384
H -0.9222 0.7206 -1.2836
```

As for the spin multiplicity: 1. The orbital gap is 11.756 eV. As for the highest occupied orbital energy: -11.10 eV. The value obtained for the relative energy (zero: lowest compared OMol25 entry of this formula, charge and spin) is 70.9 kJ/mol. The value obtained for the energy is -7324.2243 eV. As for the SMILES: N=C=O.F.

C3H11N2S | ωB97M-V with the def2-TZVPD basis set

Geometry as XYZ:
```
17
Properties=species:S:1:pos:R:3
C -0.0550 1.2822 0.6823
C 0.4368 1.3052 -0.7628
S 0.1503 2.8998 -1.5848
N 0.5931 0.1035 1.3822
H 0.2004 2.1598 1.2725
H -1.1387 1.1915 0.6849
H 1.5153 1.1621 -0.8240
H -0.0722 0.5210 -1.3201
H -1.1705 2.9807 -1.3671
H 1.5734 0.3444 1.5473
H 0.1982 -0.0895 2.3077
C -0.9298 -2.5406 -0.6648
N 0.0761 -2.4529 0.1104
H -0.8721 -3.0402 -1.6271
H -1.8756 -2.1255 -0.3312
H 0.4993 -0.7834 0.8293
H 0.8711 -2.9180 -0.3346
```

As for the charge: +1. As for the spin multiplicity: 1. The orbital gap is 9.622 eV. As for the highest occupied orbital energy: -12.89 eV. The value obtained for the relative energy (zero: lowest compared OMol25 entry of this formula, charge and spin) is 122.4 kJ/mol. The value obtained for the energy is -17097.7446 eV.

Question: The lowest highest occupied orbital energy belongs to which entry?
Answer: C3H11N2S